(1)
# C14H38N7Na4O9

A molecular structure, C14H38N7Na4O9 in a non-equilibrium geometry (the ωB97M-V functional and the def2-TZVPD basis, OMol25).

Last column: Löwdin spin population.
Geometry (Å):
1 Na -0.634 -1.415 1.626  0.17
2 Na -0.818 -1.711 -3.982  0.06
3 Na 3.163 -2.217 1.961  0.24
4 Na 3.060 -3.540 -1.692  0.18
5 N 1.359 -0.769 -1.215  0.06
6 O 2.347 -1.178 -0.701  0.07
7 O 1.139 -1.179 -2.335  0.04
8 O 0.585 0.008 -0.625  0.04
9 C -0.736 -5.489 5.589  0.00
10 O -0.058 -4.886 4.378  0.00
11 C 0.554 -3.565 4.529  0.02
12 C -0.485 -2.436 4.868  0.00
13 N -1.667 -2.395 3.872  0.01
14 C -2.628 -1.291 4.332  0.00
15 C -2.350 0.160 3.896  0.00
16 O -2.195 0.275 2.531  0.01
17 C -1.766 1.520 2.101  0.00
18 H -1.455 -4.761 5.963  0.00
19 H 0.072 -5.577 6.315  0.00
20 H -0.988 -6.538 5.431  0.00
21 H 0.957 -3.385 3.533  0.04
22 H 1.357 -3.491 5.261  0.00
23 H 0.188 -1.585 4.970  0.00
24 H -0.901 -2.561 5.868  0.00
25 H -2.136 -3.282 3.986  0.00
26 H -2.749 -1.241 5.414  0.00
27 H -3.666 -1.476 4.057  0.00
28 H -1.632 0.631 4.567  0.00
29 H -3.276 0.707 4.070  0.00
30 H -1.307 1.461 1.114  0.00
31 H -1.053 1.885 2.840  0.00
32 H -2.551 2.266 2.226  0.00
33 C 1.121 4.130 -3.960  0.00
34 O 0.036 4.452 -2.922  0.00
35 C -0.462 3.313 -2.222  0.00
36 C -1.318 2.400 -3.166  0.00
37 N -1.820 1.216 -2.489  0.00
38 C -2.725 1.682 -1.424  0.00
39 C -4.070 2.390 -1.930  0.00
40 O -4.584 1.419 -2.844  0.00
41 C -5.507 1.987 -3.688  0.00
42 H 1.210 3.090 -4.272  0.00
43 H 1.881 4.246 -3.187  0.00
44 H 1.156 4.805 -4.816  0.00
45 H -1.146 3.820 -1.541  0.00
46 H 0.330 2.778 -1.698  0.00
47 H -0.617 2.122 -3.953  0.00
48 H -2.104 2.986 -3.644  0.00
49 H -1.054 0.790 -1.988  0.00
50 H -2.238 2.263 -0.641  0.00
51 H -3.012 0.671 -1.136  0.00
52 H -3.940 3.433 -2.220  0.00
53 H -4.753 2.367 -1.081  0.00
54 H -6.426 2.290 -3.186  0.00
55 H -5.730 1.210 -4.420  0.00
56 H -5.128 2.818 -4.283  0.00
57 C 5.234 -0.231 0.899  0.01
58 O 5.235 -1.367 0.478  0.03
59 N 4.215 0.521 0.954  0.01
60 N 6.269 0.550 1.188  0.00
61 H 4.350 1.486 1.220  0.00
62 H 3.271 0.205 0.782  0.01
63 H 7.168 0.361 0.769  0.00
64 H 6.018 1.483 1.484  0.00
65 C 4.197 -1.039 -4.363  0.00
66 O 5.371 -0.843 -4.357  0.00
67 N 3.584 -2.182 -4.191  0.00
68 N 3.355 -0.120 -4.621  0.00
69 H 4.111 -3.035 -4.318  0.00
70 H 2.592 -1.993 -4.204  0.00
71 H 3.808 0.759 -4.830  0.00
72 H 2.394 -0.177 -4.928  0.00

2S+1: 2
Kohn-Sham gap (spin up / spin down) in eV: 3.5 / 6.7
Total charge: +2
<S²>: 0.75
E_HOMO (spin up / spin down) in eV: -9.73 / -12.99



(2)
# C14H39CrN3O8P

A molecular structure, C14H39CrN3O8P in a non-equilibrium geometry (the ωB97M-V functional and the def2-TZVPD basis, OMol25).

Last column: Löwdin spin population.
Geometry (Å):
1 Cr -1.390 0.454 -0.777  3.68
2 P -2.482 1.808 -2.336  0.02
3 O -0.950 1.946 -2.105  0.07
4 O -2.660 0.302 -2.385  -0.01
5 O -2.928 2.733 -3.542  0.01
6 O -2.808 2.090 -0.831  0.05
7 C 3.042 1.174 -3.707  0.00
8 C 1.766 1.624 -2.968  0.00
9 O 0.797 0.909 -3.646  0.00
10 H 3.921 1.513 -3.160  0.00
11 H 3.211 1.533 -4.722  0.00
12 H 3.088 0.086 -3.742  0.00
13 H 1.685 2.710 -2.961  0.00
14 H 1.793 1.406 -1.900  0.00
15 H -0.033 1.170 -3.239  0.00
16 C 0.636 -3.500 -1.755  0.00
17 C 0.611 -2.229 -0.862  0.01
18 C 2.098 -1.887 -0.471  0.00
19 O 2.170 -0.903 0.605  0.00
20 C 3.505 -0.789 1.236  0.00
21 N -0.019 -1.091 -1.591  0.04
22 H 0.859 -4.404 -1.188  0.00
23 H 1.291 -3.457 -2.626  0.00
24 H -0.386 -3.605 -2.117  0.00
25 H 0.037 -2.420 0.045  0.00
26 H 2.601 -1.679 -1.415  0.00
27 H 2.536 -2.790 -0.045  0.00
28 H 4.152 -0.642 0.371  0.00
29 H 3.706 -1.755 1.699  0.00
30 H 3.595 0.087 1.879  0.00
31 H -0.738 -1.509 -2.164  0.01
32 H 0.573 -0.864 -2.377  0.00
33 C -3.714 -2.631 0.206  0.00
34 C -3.367 -1.574 1.321  0.01
35 C -2.144 -1.949 2.065  0.00
36 O -1.790 -0.928 3.042  0.00
37 C -2.568 -0.949 4.228  0.00
38 N -3.049 -0.309 0.616  0.04
39 H -4.668 -2.363 -0.248  0.00
40 H -3.659 -3.681 0.493  0.00
41 H -2.825 -2.491 -0.409  0.00
42 H -4.155 -1.431 2.061  0.00
43 H -1.188 -1.895 1.544  0.00
44 H -2.238 -2.977 2.416  0.00
45 H -2.112 -0.294 4.970  0.00
46 H -2.529 -1.964 4.624  0.00
47 H -3.553 -0.510 4.069  0.00
48 H -3.571 0.304 1.227  0.00
49 H -3.675 -0.352 -0.175  0.00
50 C -0.875 2.442 2.349  0.00
51 C -0.019 2.136 1.080  0.01
52 C 1.350 2.763 1.263  0.00
53 O 2.039 2.381 0.125  0.00
54 C 3.467 2.622 0.167  0.00
55 N -0.034 0.697 0.968  0.02
56 H -1.824 1.935 2.171  0.00
57 H -1.001 3.516 2.480  0.00
58 H -0.476 1.848 3.172  0.00
59 H -0.445 2.470 0.134  0.00
60 H 1.774 2.433 2.210  0.00
61 H 1.328 3.853 1.284  0.00
62 H 3.953 1.991 -0.577  0.00
63 H 3.972 2.381 1.102  0.00
64 H 3.582 3.705 0.188  0.00
65 H -0.217 0.248 1.854  0.00
66 H 0.948 0.553 0.781  0.00

Energy above the lowest of the compared OMol25 structures with the same formula, charge and spin in kcal/mol: 87.70
2S+1: 5
Kohn-Sham gap (spin up / spin down) in eV: 4.0 / 5.5
Total charge: -1
<S²>: 6.01
E_HOMO (spin up / spin down) in eV: -1.73 / -3.30



(3)
# C14H39F6N5O19PS3

A molecular structure, C14H39F6N5O19PS3 in a non-equilibrium geometry (the ωB97M-V functional and the def2-TZVPD basis, OMol25).

Last column: Mulliken charge in e.
Geometry (Å):
1 P 26.629 -26.873 15.388  1.80
2 F 26.461 -25.156 15.628  0.25
3 F 26.814 -27.257 16.987  0.24
4 F 24.972 -27.271 15.414  -0.82
5 F 27.028 -28.390 14.927  0.32
6 F 26.540 -26.400 13.767  1.69
7 F 28.157 -26.517 15.382  -0.36
8 C 28.150 -29.420 16.265  0.08
9 N 29.458 -29.916 15.793  0.90
10 O 30.479 -29.899 16.542  -0.58
11 O 29.579 -30.281 14.611  -0.53
12 H 28.179 -28.374 16.571  -0.64
13 H 27.728 -30.170 16.934  0.33
14 H 27.472 -29.520 15.417  -0.95
15 C 29.250 -26.613 17.562  -0.23
16 N 30.106 -27.442 18.422  1.12
17 O 30.336 -27.074 19.575  -0.75
18 O 30.459 -28.474 17.892  -0.52
19 H 29.143 -27.005 16.550  -0.17
20 H 29.641 -25.598 17.505  0.72
21 H 28.268 -26.606 18.035  -0.49
22 C 25.641 -27.956 18.834  -0.69
23 N 27.086 -27.551 18.897  0.99
24 O 27.301 -26.421 19.195  -0.28
25 O 27.918 -28.363 18.573  -0.67
26 H 25.502 -29.026 18.683  0.28
27 H 25.254 -27.499 17.923  0.04
28 H 25.014 -27.542 19.623  0.37
29 C 25.886 -30.003 13.616  -0.31
30 N 25.438 -28.771 12.971  1.21
31 O 24.379 -28.293 13.324  -0.74
32 O 26.220 -28.231 12.238  -0.59
33 H 25.045 -30.199 14.280  0.33
34 H 26.815 -29.698 14.098  -0.27
35 H 25.939 -30.691 12.772  0.33
36 C 24.418 -26.359 12.950  -2.61
37 N 23.034 -26.725 12.520  1.20
38 O 22.163 -26.495 13.345  -0.68
39 O 22.924 -27.254 11.447  -0.68
40 H 24.353 -26.675 13.991  0.40
41 H 24.434 -25.297 12.706  0.79
42 H 25.113 -26.925 12.330  1.48
43 O 30.220 -21.817 16.685  -0.69
44 S 29.057 -22.581 16.197  1.11
45 O 29.131 -23.608 15.172  -0.49
46 O 28.237 -23.205 17.572  -0.68
47 C 27.335 -24.305 17.369  2.23
48 C 26.765 -24.816 18.686  -1.57
49 C 27.735 -21.342 15.560  -0.71
50 H 27.827 -24.966 16.655  -1.28
51 H 26.434 -24.020 16.828  -0.07
52 H 25.988 -24.211 19.154  0.37
53 H 27.593 -24.907 19.389  0.44
54 H 26.394 -25.838 18.613  0.08
55 H 28.116 -20.886 14.647  0.44
56 H 27.512 -20.495 16.209  0.43
57 H 26.897 -21.946 15.211  0.36
58 O 29.366 -26.523 10.786  -0.78
59 S 29.072 -27.662 11.722  1.51
60 O 28.108 -28.693 11.431  -0.63
61 O 30.486 -28.417 12.045  -0.49
62 C 30.502 -29.508 12.958  0.84
63 C 31.891 -30.061 12.909  -1.53
64 C 28.604 -26.975 13.495  -1.27
65 H 29.768 -30.268 12.689  0.17
66 H 30.333 -29.268 14.008  -0.11
67 H 32.651 -29.290 13.035  0.33
68 H 32.062 -30.595 11.974  0.37
69 H 31.997 -30.760 13.739  0.38
70 H 28.332 -27.844 14.095  -0.49
71 H 27.664 -26.427 13.428  -0.50
72 H 29.453 -26.376 13.824  1.01
73 O 27.620 -22.736 11.253  -0.76
74 S 27.493 -23.161 12.687  1.20
75 O 28.107 -22.382 13.789  -0.52
76 O 25.864 -23.339 13.036  -0.51
77 C 25.578 -23.825 14.330  1.65
78 C 24.090 -23.407 14.711  -1.85
79 C 27.891 -24.971 12.749  -0.62
80 H 26.247 -23.413 15.085  -2.15
81 H 25.706 -24.903 14.426  0.66
82 H 24.008 -23.499 15.794  0.30
83 H 23.306 -24.037 14.291  0.26
84 H 23.891 -22.397 14.354  0.47
85 H 27.891 -25.276 13.795  0.12
86 H 28.853 -25.107 12.254  0.49
87 H 26.972 -25.402 12.353  0.19

2S+1: 1
Kohn-Sham gap in eV: 8.4
Total charge: -1
E_HOMO in eV: -6.82



Across the entries above, E takes the values -61639.105, -73712.514, -119561.548 eV, respectively.